[1]
35
Properties=species:S:1:pos:R:3:lowdin_charge:R:1 method="wB97M-V/def2-TZVPD" smiles="CC(=O)OCC1=CC(=O)C(Cl)=CC1=O.C[N+](=O)[O-].C[N+](=O)[O-]" e_lumo_ha=-0.0598 total_energy_ev=-43493.502 orbital_gap_ha=0.316
C -1.820 -1.239 -2.314 0.036
C -1.548 -2.708 -2.310 -0.496
O -1.002 -3.264 -3.237 0.123
O -1.911 -3.425 -1.190 0.000
C -0.815 -3.771 -0.346 -0.121
C 0.082 -2.607 -0.081 -0.130
C 1.250 -2.426 -0.690 0.084
C 2.094 -1.234 -0.435 -0.384
O 3.230 -1.150 -0.843 0.109
C 1.428 -0.132 0.330 -0.565
Cl 2.254 1.380 0.323 0.770
C 0.269 -0.287 0.956 -0.011
C -0.414 -1.599 0.907 -0.333
O -1.346 -1.845 1.644 0.129
H -2.762 -0.968 -1.840 0.053
H -1.021 -0.778 -1.737 0.083
H -1.746 -0.870 -3.327 0.097
H -1.229 -4.151 0.576 0.133
H -0.239 -4.578 -0.796 0.133
H 1.567 -3.160 -1.413 0.139
H -0.213 0.519 1.481 0.121
C -4.895 1.455 0.661 0.054
N -3.897 0.876 -0.278 -0.429
O -2.731 1.155 -0.107 0.074
O -4.324 0.156 -1.156 0.057
H -4.371 2.069 1.383 0.095
H -5.589 2.047 0.071 0.101
H -5.404 0.627 1.143 0.103
C 5.610 4.142 2.040 0.045
N 4.257 4.437 1.495 -0.456
O 3.994 4.020 0.389 0.027
O 3.511 5.076 2.202 0.066
H 6.159 3.568 1.303 0.094
H 6.095 5.092 2.239 0.099
H 5.475 3.576 2.957 0.100

[2]
33
Properties=species:S:1:pos:R:3:lowdin_charge:R:1 method="wB97M-V/def2-TZVPD" e_lumo_ha=-0.1273 total_energy_ev=-37542.547 orbital_gap_ha=0.065
O -1.395 -6.221 -3.511 0.101
C -0.396 -5.499 -3.716 -0.357
O -0.248 -4.889 -5.018 0.022
C 0.658 -5.233 -2.505 -0.015
N 0.101 -4.041 -1.754 -0.088
C 0.068 -4.139 -0.312 0.040
C -0.516 -3.013 0.571 -0.025
C -1.094 -1.752 -0.132 -0.618
I -1.960 -0.105 0.964 0.986
C -1.028 -1.651 -1.685 -0.026
C -0.407 -2.872 -2.447 0.046
H -1.032 -4.278 -5.068 0.124
H 0.636 -6.183 -1.861 0.151
H 1.718 -5.023 -2.887 0.155
H 0.489 -5.084 0.173 0.146
H -0.502 -3.160 1.699 0.117
H -1.442 -0.758 -2.262 0.116
H -0.387 -2.770 -3.593 0.139
C 1.909 3.888 1.411 -0.100
C 1.728 5.202 2.152 -0.286
O 0.416 5.729 2.066 -0.121
C -0.619 5.196 2.945 -0.534
O -0.231 5.203 4.201 -0.180
C -1.179 3.803 2.474 -0.544
F -1.259 3.738 1.111 0.062
F -2.447 3.601 2.916 0.092
F -0.460 2.728 2.862 0.067
H 1.368 3.889 0.462 0.069
H 2.971 3.705 1.217 0.063
H 1.548 3.047 2.003 0.052
H 2.366 5.944 1.659 0.105
H 2.086 5.134 3.183 0.109
H -1.462 5.863 2.686 0.132

[3]
33
Properties=species:S:1:pos:R:3:lowdin_charge:R:1 method="wB97M-V/def2-TZVPD" spin_multiplicity=2 charge=-1 e_lumo_ha="0.1158 / 0.1137" s_squared=0.76 total_energy_ev=-54576.413 orbital_gap_ha="0.166 / 0.260"
C 0.243 1.866 -1.369 -0.194
C -0.867 2.187 -0.508 -0.201
C -1.925 1.241 -0.758 -0.183
C -1.476 0.333 -1.788 -0.197
C -0.131 0.719 -2.171 -0.194
Ti -0.007 -0.055 0.010 0.621
N 1.676 -0.475 -0.119 -0.184
C 1.277 0.192 1.975 -0.203
C 0.126 1.012 2.028 -0.215
H -2.918 1.254 -0.319 0.089
H -0.917 3.031 0.173 0.087
H -2.084 -0.422 -2.276 0.098
H 0.437 0.300 -2.995 0.091
H 1.155 2.443 -1.473 0.088
H 0.205 2.106 1.997 0.039
H 2.285 0.638 1.961 0.060
H 2.605 -0.933 -0.289 -0.007
H -0.805 0.668 2.510 0.053
H 1.291 -0.784 2.502 0.050
C 0.774 -3.350 0.673 -0.010
C -0.692 -2.978 0.448 -0.408
O -0.887 -1.707 -0.123 -0.262
C -1.341 -4.113 -0.446 -0.488
F -1.238 -5.334 0.176 0.103
F -2.649 -3.884 -0.693 0.139
F -0.690 -4.206 -1.648 0.119
C -1.473 -2.891 1.790 -0.503
F -1.394 -4.026 2.525 0.126
F -0.954 -1.867 2.551 0.102
F -2.777 -2.582 1.579 0.135
H 1.302 -3.351 -0.293 0.093
H 0.795 -4.353 1.144 0.093
H 1.255 -2.581 1.293 0.064